[1]
Density functional theory data (the ωB97M-V functional and the def2-TZVPD basis) for one molecule with the formula C5H10O2.

Results
M   102.1 g mol⁻¹
Multiplicity   1
HOMO   -9.7 eV
Energy   -346.97478 Ha
SMILES string   C[C@@H](O)CCC=O
ΔE to the lowest compared entry with this formula, charge and spin   31.8 kcal/mol
E_LUMO   0.94 eV

Positions of all 17 atoms, in Å:
C 0.698 0.723 -2.016
C -0.047 0.646 -0.687
O -1.308 0.005 -0.842
C 0.777 -0.063 0.385
C 0.080 -0.232 1.744
C -1.262 -0.924 1.679
O -1.290 -2.134 1.630
H 1.613 1.319 -1.926
H 0.985 -0.280 -2.358
H 0.061 1.176 -2.783
H -0.295 1.661 -0.354
H -1.137 -0.906 -1.121
H 1.031 -1.067 0.015
H 1.727 0.465 0.535
H 0.041 0.723 2.288
H 0.633 -1.008 2.284
H -2.198 -0.339 1.741


[2]
Density functional theory data (the ωB97M-V functional and the def2-TZVPD basis) for a 13-piece molecular cluster, C5H35NO13 overall.

Results
M   317.3 g mol⁻¹
Multiplicity   1
HOMO   -8.8 eV
Energy   -1244.31652 Ha
ΔE to the lowest compared entry with this formula, charge and spin   74.4 kcal/mol
E_LUMO   0.06 eV

Positions of all 54 atoms, in Å:
C 0.816 -1.607 3.489
N -0.143 -1.213 2.502
C -0.183 -2.100 1.339
C -1.307 -3.186 1.218
C -2.605 -2.564 1.635
O -3.688 -2.651 1.106
C -0.021 -1.143 0.034
H 1.737 -2.054 3.080
H 0.392 -2.477 4.035
H 1.036 -0.894 4.304
H -0.166 -0.222 2.247
H 0.777 -2.679 1.370
H -1.294 -3.648 0.189
H -1.119 -4.021 1.879
H -2.548 -1.809 2.488
H -0.717 -0.322 0.029
H 1.025 -0.915 0.140
H -0.196 -1.642 -0.921
H -0.135 2.289 1.168
H 0.417 3.445 1.929
O -0.226 2.720 2.054
H -2.736 2.057 -0.075
H -2.164 3.444 -0.658
O -2.289 2.488 -0.810
H -3.186 -0.332 1.139
H -1.846 0.339 1.251
O -2.782 0.543 1.166
H -1.061 1.643 -1.931
H -2.094 1.684 -3.154
O -1.163 1.642 -2.919
H 2.322 1.699 2.238
H 3.428 1.611 1.143
O 3.100 1.202 1.947
H -0.180 0.372 -3.569
H 0.833 -0.283 -4.563
O 0.780 0.344 -3.834
H 1.411 1.199 -0.266
H 1.472 2.608 -0.701
O 1.242 2.076 0.111
H -2.171 4.087 1.790
H -0.954 4.226 0.905
O -1.901 4.343 0.904
H 4.224 -0.364 -0.764
H 3.431 -1.457 -0.027
O 3.514 -1.003 -0.873
H 0.318 2.673 -2.671
H 1.626 1.824 -2.828
O 1.254 2.606 -2.411
H 2.687 -2.257 -2.124
H 1.668 -1.511 -2.856
O 2.022 -2.416 -2.813
H -0.126 -2.833 -2.886
H -1.582 -3.146 -2.640
O -0.951 -2.417 -2.536


[3]
Density functional theory data (the ωB97M-V functional and the def2-TZVPD basis) for a 2-piece molecular cluster, C3H6F3NO overall.

Results
M   129.1 g mol⁻¹
Multiplicity   1
HOMO   -8.8 eV
Energy   -547.41511 Ha
ΔE to the lowest compared entry with this formula, charge and spin   63.3 kcal/mol
E_LUMO   0.52 eV

Positions of all 14 atoms, in Å:
C 2.284 -0.283 -0.558
C -2.235 1.345 -0.096
C -2.650 -0.143 -0.014
N 1.485 -0.029 0.636
O -1.002 1.532 0.049
F -3.927 -0.318 0.325
F -1.902 -0.857 0.865
F -2.468 -0.723 -1.217
H 3.270 -0.712 -0.346
H 1.738 -0.975 -1.200
H 2.419 0.656 -1.093
H 1.338 -0.895 1.143
H 1.980 0.601 1.260
H -0.328 0.801 0.245


[4]
Density functional theory data (the ωB97M-V functional and the def2-TZVPD basis) for a 2-piece molecular cluster, C4H13N2O2 overall.

Results
M   121.2 g mol⁻¹
Total charge   +1
Multiplicity   1
HOMO   -13.2 eV
Energy   -419.76246 Ha
ΔE to the lowest compared entry with this formula, charge and spin   165.0 kcal/mol
E_LUMO   -7.93 eV

Positions of all 21 atoms, in Å:
N -0.217 -2.256 -0.042
C -0.253 -1.672 1.285
C -1.563 -0.819 1.197
N -1.201 0.437 0.411
C -0.269 1.486 0.781
C 0.552 2.035 -0.265
O 1.801 1.295 -0.636
H -0.365 -1.574 -0.709
H 2.594 1.827 -0.954
H 0.693 -2.661 -0.256
H 0.559 -0.972 1.497
H -0.341 -2.405 2.090
H -2.270 -1.382 0.555
H -1.958 -0.718 2.223
H -1.899 0.905 -0.045
H -0.554 2.239 1.538
H 0.076 2.190 -1.233
H 0.915 3.049 0.018
H 1.600 -0.386 -3.174
H 1.118 0.017 -1.810
O 0.982 -0.634 -2.471


[5]
Density functional theory data (the ωB97M-V functional and the def2-TZVPD basis) for a 2-piece molecular cluster, N2O4 overall.

Results
M   92.0 g mol⁻¹
Multiplicity   1
HOMO (spin up / spin down)   -9.7 / -9.6 eV
Energy   -410.18497 Ha
ΔE to the lowest compared entry with this formula, charge and spin   38.8 kcal/mol
E_LUMO (spin up / spin down)   -1.05 / -1.09 eV

Positions of all 6 atoms, in Å:
N 0.075 0.150 1.149
N -0.037 -0.190 -1.150
O 0.982 0.143 -0.656
O 0.498 0.599 2.155
O -0.526 -0.488 -2.197
O -0.992 -0.214 0.699


[6]
Density functional theory data (the ωB97M-V functional and the def2-TZVPD basis) for C22H37BeClP2 as an isolated structure.

Results
M   408.0 g mol⁻¹
Multiplicity   1
HOMO   -7.4 eV
Energy   -2018.02689 Ha
ΔE to the lowest compared entry with this formula, charge and spin   0.0 kcal/mol
E_LUMO   0.38 eV

Positions of all 63 atoms, in Å:
P -0.271 -1.444 -5.455
P 0.061 1.772 -5.795
C -0.427 -0.638 -7.160
C 0.272 0.711 -7.303
H -1.508 -0.572 -7.361
H 0.011 -1.356 -7.865
H 1.353 0.618 -7.490
H -0.181 1.277 -8.124
C -1.565 2.498 -6.208
H -1.829 3.275 -5.478
H -2.340 1.721 -6.220
H -1.467 2.943 -7.210
C 1.192 3.173 -6.084
H 0.796 3.760 -6.921
H 2.192 2.783 -6.318
H 1.239 3.790 -5.178
C -1.126 -2.998 -5.942
H -1.010 -3.735 -5.137
H -0.672 -3.378 -6.868
H -2.191 -2.785 -6.107
C 1.453 -2.031 -5.741
H 2.162 -1.193 -5.715
H 1.475 -2.507 -6.731
H 1.709 -2.771 -4.971
Be -0.373 -1.206 0.205
C 0.684 2.677 -2.773
C -0.623 2.485 -3.039
C -1.351 1.197 -3.291
C -1.565 0.254 -2.082
C -0.422 -0.681 -1.731
C 0.864 -0.658 -2.205
C 1.502 0.279 -3.161
C 1.788 1.676 -2.561
C 0.407 -2.518 0.901
H 1.033 3.717 -2.689
H -1.291 3.367 -2.994
H -0.893 0.554 -4.083
H -2.357 1.444 -3.698
H -1.932 0.858 -1.237
H -2.428 -0.399 -2.307
H -0.789 -1.685 -1.331
H 1.544 -1.420 -1.788
H 0.912 0.417 -4.088
H 2.452 -0.174 -3.505
H 2.059 1.529 -1.492
H 2.706 2.098 -3.026
H 1.206 -2.044 1.503
H 0.880 -3.232 0.216
H -0.223 -3.092 1.598
Cl 1.282 2.076 1.547
C 0.363 1.374 2.821
C 0.625 1.766 4.127
C -0.058 1.150 5.191
C -0.992 0.143 4.925
C -1.276 -0.227 3.612
C -0.637 0.415 2.523
C -1.031 0.137 1.140
H 1.337 2.571 4.312
H 0.137 1.472 6.209
H -1.523 -0.346 5.748
H -2.011 -1.004 3.404
H -2.074 -0.194 1.073
H -0.869 1.014 0.505


[7]
Density functional theory data (the ωB97M-V functional and the def2-TZVPD basis) for a 2-piece molecular cluster, C3H11N3O2 overall.

Results
M   121.1 g mol⁻¹
Multiplicity   1
HOMO   -9.0 eV
Energy   -435.63811 Ha
SMILES string   CC(=O)O.NC(N)N
ΔE to the lowest compared entry with this formula, charge and spin   32.8 kcal/mol
E_LUMO   0.82 eV

Positions of all 19 atoms, in Å:
C -1.101 -0.959 1.729
C -1.182 -1.210 0.249
O -2.052 -0.717 -0.500
O -0.334 -2.165 -0.170
H -0.157 -1.319 2.127
H -1.923 -1.497 2.203
H -1.235 0.100 1.936
H -0.419 -2.271 -1.131
N 0.785 0.469 -1.878
C 0.544 0.678 -0.461
N 1.726 0.235 0.228
N 0.254 2.021 0.007
H 0.010 0.810 -2.436
H 1.634 0.941 -2.172
H -0.562 0.192 -0.373
H 1.910 -0.740 0.030
H 1.637 0.393 1.223
H 1.037 2.644 -0.169
H -0.573 2.396 -0.442


[8]
Density functional theory data (the ωB97M-V functional and the def2-TZVPD basis) for a 4-piece molecular cluster, C18H46Cl2N6O4P2 overall.

Results
M   543.5 g mol⁻¹
Multiplicity   1
HOMO   -8.3 eV
Energy   -2946.02211 Ha
SMILES string   CN(C)P(=O)(N(C)C)N(C)C.CN(C)P(=O)(N(C)C)N(C)C.O=C1CCCO1.ClCCCl
ΔE to the lowest compared entry with this formula, charge and spin   5.7 kcal/mol
E_LUMO   0.17 eV

Positions of all 78 atoms, in Å:
C -6.474 0.082 1.386
N -5.198 0.646 0.870
C -5.353 0.889 -0.584
P -4.374 1.958 1.604
O -5.185 3.217 1.824
N -3.751 1.300 3.118
C -3.145 -0.054 3.374
C -4.414 1.664 4.351
N -2.980 2.202 0.616
C -2.349 3.508 0.588
C -2.087 1.083 0.372
H -6.852 -0.582 0.609
H -7.157 0.903 1.603
H -6.372 -0.619 2.215
H -5.963 0.242 -1.216
H -4.367 0.826 -1.043
H -5.371 1.951 -0.826
H -3.895 -0.842 3.438
H -2.498 -0.292 2.530
H -2.581 0.013 4.304
H -4.635 2.730 4.303
H -5.303 1.034 4.328
H -3.828 1.413 5.235
H -1.958 3.739 1.579
H -1.484 3.537 -0.075
H -3.198 4.160 0.384
H -1.729 1.307 -0.633
H -2.633 0.142 0.425
H -1.214 1.109 1.024
C 3.159 -1.810 -6.071
N 2.580 -2.309 -4.770
C 1.166 -2.688 -4.916
P 3.095 -1.675 -3.283
O 2.211 -2.175 -2.211
N 4.834 -1.969 -3.147
C 5.184 -3.127 -2.367
C 5.836 -1.318 -4.003
N 2.984 0.022 -3.344
C 1.748 0.707 -3.822
C 3.937 0.897 -2.558
H 3.983 -2.460 -6.365
H 3.426 -0.761 -5.944
H 2.354 -1.989 -6.784
H 1.050 -3.133 -5.904
H 0.472 -1.851 -4.851
H 1.062 -3.493 -4.188
H 4.540 -3.289 -1.503
H 4.902 -4.014 -2.934
H 6.237 -3.021 -2.103
H 6.646 -0.903 -3.404
H 6.343 -2.039 -4.644
H 5.410 -0.461 -4.524
H 1.436 0.209 -4.740
H 0.986 0.631 -3.047
H 2.060 1.742 -3.968
H 4.723 0.326 -2.064
H 3.446 1.522 -1.812
H 4.252 1.596 -3.334
O -0.718 0.258 6.216
C 0.275 0.818 5.705
C 0.752 0.716 4.232
C 1.907 1.771 4.367
C 2.241 1.753 5.839
O 0.991 1.687 6.426
H 0.969 -0.304 3.912
H 0.072 1.087 3.465
H 2.761 1.434 3.780
H 1.517 2.748 4.081
H 2.981 0.997 6.100
H 2.532 2.769 6.106
Cl 0.172 -3.129 2.646
C 0.417 -1.795 1.422
C -0.191 -2.108 0.038
Cl -1.948 -2.472 0.113
H 1.465 -1.507 1.507
H -0.097 -1.022 1.993
H 0.349 -2.913 -0.461
H -0.156 -1.218 -0.590